118
Properties=species:S:1:pos:R:3:forces:R:3:lowdin_charge:R:1 method="wB97M-V/def2-TZVPD" e_tot_ha=-3326.8970 e_homo_ev=0.41 e_lumo_ha=0.1414 relative_energy_kcal_mol=3.2 total_charge=-2
Tl -1.183 -0.599 -0.307 -0.53 -0.25 0.24 0.05
C 1.566 -4.210 -1.348 0.04 0.03 0.03 -0.05
C 0.126 -4.257 -0.915 0.01 -0.11 -0.01 -0.29
C -0.891 -4.260 -1.862 -0.06 0.00 0.00 -0.04
C -2.227 -4.314 -1.484 0.02 -0.02 -0.10 -0.29
C -3.332 -4.252 -2.502 -0.03 0.07 0.00 -0.06
C -2.545 -4.366 -0.131 0.07 -0.12 -0.01 -0.08
C -1.549 -4.344 0.836 0.10 -0.05 0.01 -0.29
C -1.933 -4.285 2.288 0.00 0.08 -0.04 -0.07
C -0.217 -4.289 0.430 -0.05 -0.01 0.06 -0.04
H 1.861 -5.126 -1.868 -0.02 -0.01 0.00 0.07
H 2.226 -4.086 -0.487 0.00 0.01 0.01 0.05
H 1.738 -3.376 -2.028 0.01 0.04 -0.03 0.05
H -0.643 -4.195 -2.918 0.02 0.02 0.00 0.11
H -3.835 -5.218 -2.605 -0.01 0.00 0.02 0.07
H -2.953 -3.959 -3.482 0.02 -0.02 0.00 0.06
H -4.068 -3.510 -2.183 0.00 0.01 0.01 0.06
H -3.585 -4.372 0.169 0.01 0.11 0.02 0.09
H -2.509 -5.164 2.588 -0.02 0.01 0.00 0.07
H -2.559 -3.398 2.439 -0.02 0.00 0.01 0.04
H -1.052 -4.215 2.931 0.03 -0.01 0.00 0.06
H 0.569 -4.229 1.179 0.00 -0.01 0.00 0.10
C 1.022 -0.617 -5.967 0.02 -0.01 -0.05 -0.13
C 0.305 -0.990 -4.675 -0.08 -0.06 -0.08 -0.57
C -1.208 -1.049 -4.901 -0.03 -0.02 0.04 -0.13
P 0.579 0.064 -3.164 -0.02 0.27 0.19 1.02
C 2.421 0.361 -3.179 0.04 -0.08 -0.05 -0.58
C 3.137 -0.933 -2.792 -0.01 -0.05 -0.05 -0.15
C 2.783 1.459 -2.182 -0.07 0.03 0.06 -0.12
C -0.049 1.709 -3.645 0.11 0.03 -0.13 -0.32
C 0.653 2.486 -4.569 0.04 -0.07 -0.01 -0.16
C 0.292 3.771 -4.937 -0.08 -0.04 0.10 -0.15
C -0.831 4.313 -4.300 0.03 0.06 -0.05 -0.14
C -1.555 3.591 -3.386 0.03 -0.05 0.05 -0.05
C -1.236 2.232 -3.020 0.04 0.12 -0.05 -0.33
N -1.948 1.536 -2.126 -0.11 0.02 -0.11 0.00
C -3.224 2.016 -1.827 0.11 -0.09 -0.13 -0.36
C -4.184 2.202 -2.835 0.02 0.03 -0.03 -0.05
C -5.433 2.726 -2.564 0.00 0.00 0.00 -0.11
C -5.772 3.081 -1.263 0.10 0.02 0.03 -0.12
C -4.852 2.849 -0.251 -0.25 -0.10 0.08 -0.12
C -3.611 2.282 -0.504 0.19 0.09 0.33 -0.38
P -2.387 1.880 0.804 0.14 0.60 -0.32 0.88
C -3.268 2.094 2.431 -0.09 -0.02 -0.03 -0.57
C -3.449 3.510 2.973 -0.13 0.01 0.01 -0.13
C -2.549 1.218 3.458 0.03 0.01 -0.01 -0.16
C -1.303 3.407 0.588 0.27 -0.03 -0.06 -0.53
C -1.889 4.811 0.433 -0.05 0.03 0.03 -0.12
C -0.137 3.405 1.580 0.05 -0.03 0.02 -0.14
H 0.783 -1.340 -6.756 -0.01 0.00 0.00 0.07
H 0.702 0.367 -6.314 -0.01 0.00 0.01 0.06
H 2.109 -0.602 -5.857 0.00 0.00 0.03 0.06
H 0.633 -1.989 -4.359 0.04 0.00 -0.03 0.08
H -1.579 -0.073 -5.223 0.01 0.00 -0.01 0.07
H -1.457 -1.787 -5.671 0.00 0.01 -0.02 0.07
H -1.747 -1.309 -3.986 0.03 -0.01 0.02 0.07
H 2.754 0.663 -4.178 0.06 0.02 0.02 0.08
H 2.744 -1.300 -1.840 0.01 0.01 0.03 0.05
H 3.003 -1.722 -3.538 -0.03 0.00 0.00 0.06
H 4.213 -0.765 -2.672 0.00 0.01 -0.03 0.07
H 2.477 1.172 -1.171 0.00 -0.01 -0.02 0.04
H 3.867 1.619 -2.171 0.01 -0.01 0.01 0.07
H 2.296 2.404 -2.424 0.00 -0.01 -0.01 0.06
H 1.551 2.066 -5.012 -0.01 0.01 -0.03 0.08
H 0.868 4.335 -5.660 0.01 0.01 0.00 0.07
H -1.133 5.334 -4.513 0.00 0.00 0.00 0.09
H -2.395 4.065 -2.897 -0.02 -0.01 -0.01 0.10
H -3.909 1.939 -3.850 0.00 -0.01 0.00 0.11
H -6.148 2.858 -3.370 0.00 0.00 -0.01 0.08
H -6.740 3.512 -1.037 -0.02 -0.03 0.01 0.08
H -5.131 3.078 0.771 -0.02 -0.02 -0.02 0.08
H -4.250 1.648 2.244 0.06 -0.08 0.01 0.06
H -2.497 3.971 3.240 0.03 -0.02 -0.01 0.05
H -3.947 4.173 2.264 0.00 -0.02 -0.01 0.05
H -4.059 3.475 3.884 0.01 0.01 0.01 0.07
H -1.544 1.607 3.661 -0.01 0.00 0.00 0.05
H -3.102 1.197 4.404 0.00 0.00 0.02 0.07
H -2.466 0.196 3.079 -0.04 -0.01 0.00 0.02
H -0.886 3.133 -0.390 0.01 0.04 0.01 0.08
H -2.081 5.284 1.399 -0.01 -0.02 0.00 0.05
H -1.184 5.452 -0.109 0.02 0.00 0.01 0.07
H -2.823 4.803 -0.132 0.00 -0.03 -0.01 0.06
H -0.437 3.801 2.556 -0.02 -0.01 0.01 0.05
H 0.257 2.397 1.738 -0.02 -0.01 -0.04 0.02
H 0.690 4.026 1.219 -0.03 0.04 0.00 0.07
Te -4.036 -1.072 0.433 -0.04 -0.33 0.10 -0.26
C 5.565 -0.449 1.675 -0.02 0.02 0.00 -0.11
C 5.945 -1.777 2.327 -0.04 0.02 -0.02 -0.26
C 4.909 -2.318 3.321 0.05 0.02 0.00 -0.20
C 3.822 -3.194 2.700 -0.19 0.02 -0.06 -0.21
N 2.836 -2.491 1.880 0.31 0.24 0.00 -0.02
C 2.090 -1.434 2.387 -0.16 -0.46 0.22 -0.86
S 1.739 -0.126 1.467 0.22 0.29 -0.14 0.64
N 1.627 -1.660 3.658 -0.10 0.04 -0.08 0.01
C 0.533 -0.872 4.235 0.02 -0.05 -0.12 -0.21
C 0.845 -0.296 5.615 0.10 -0.03 0.01 -0.20
C 1.474 1.096 5.584 0.04 -0.02 -0.01 -0.26
C 2.874 1.126 4.980 0.03 -0.01 -0.01 -0.12
H 6.329 -0.125 0.966 0.03 -0.01 0.01 0.07
H 5.458 0.331 2.433 0.00 0.00 0.01 0.07
H 4.616 -0.491 1.141 -0.02 -0.03 0.01 0.03
H 6.897 -1.646 2.850 0.01 -0.01 -0.01 0.09
H 6.127 -2.532 1.553 0.01 -0.01 0.01 0.10
H 4.433 -1.483 3.845 0.00 -0.03 0.05 0.10
H 5.412 -2.923 4.082 0.02 0.01 -0.01 0.10
H 3.309 -3.754 3.486 -0.01 0.01 0.02 0.10
H 4.278 -3.944 2.049 0.00 -0.02 0.02 0.12
H 3.179 -2.243 0.963 -0.07 -0.05 -0.02 0.09
H 1.572 -2.643 3.882 0.07 0.01 0.06 0.12
H -0.355 -1.506 4.280 0.00 0.00 -0.01 0.12
H 0.309 -0.074 3.527 -0.07 0.00 0.03 0.06
H 1.515 -0.981 6.150 -0.06 -0.03 0.02 0.10
H -0.086 -0.257 6.185 -0.01 0.05 -0.01 0.10
H 1.513 1.489 6.605 -0.02 0.02 -0.01 0.10
H 0.818 1.762 5.014 0.00 0.01 0.01 0.10
H 3.554 0.477 5.541 0.00 0.00 0.00 0.07
H 3.284 2.138 4.995 0.01 0.01 0.02 0.07
H 2.869 0.794 3.941 -0.03 -0.01 -0.01 0.03